Entry 1:
The following is a DFT calculation (ωB97M-V/def2-TZVPD) of 2 unconnected molecules or ions with the total composition C10H20 at a distorted geometry.

Summary:
Total energy in eV: -10692.761
HOMO level in eV: -9.09
SMILES string: C/C=C/CC.C/C=C/CC
E_LUMO in eV: 1.01
Energy relative to the best compared isomer or geometry (same formula, charge and spin) in kJ/mol: 175.58
Frontier orbital gap in eV: 10.1
Molar mass in g/mol: 140.27

Cartesian coordinates (Å):
C  1.274  -4.012  0.039
C  1.965  -2.956  -0.419
C  1.895  -5.278  0.610
C  1.821  -1.968  -2.757
C  1.306  -1.910  -1.326
H  0.181  -4.060  -0.049
H  3.047  -2.847  -0.268
H  2.970  -5.350  0.371
H  1.391  -6.187  0.242
H  1.781  -5.232  1.706
H  2.859  -1.610  -2.653
H  1.316  -1.364  -3.529
H  1.843  -3.019  -3.090
H  1.607  -0.922  -0.927
H  0.203  -1.978  -1.256
C  -1.647  2.054  1.217
C  -2.068  3.301  1.201
C  -1.270  1.238  2.419
C  -1.528  5.277  -0.232
C  -2.290  3.962  -0.037
H  -1.601  1.461  0.294
H  -2.187  3.909  2.107
H  -0.244  0.848  2.311
H  -1.951  0.392  2.610
H  -1.299  1.916  3.288
H  -1.839  5.776  -1.165
H  -0.445  5.074  -0.284
H  -1.718  5.961  0.613
H  -3.377  4.154  -0.110
H  -1.992  3.372  -0.925

---

Entry 2:
The following is a DFT calculation (ωB97M-V/def2-TZVPD) of 2 unconnected molecules or ions with the total composition C10H20 at a distorted geometry.

Summary:
Total energy in eV: -10692.667
HOMO level in eV: -8.80
SMILES string: C/C=C/CC.C/C=C/CC
E_LUMO in eV: 1.04
Energy relative to the best compared isomer or geometry (same formula, charge and spin) in kJ/mol: 184.65
Frontier orbital gap in eV: 9.8
Molar mass in g/mol: 140.27

Cartesian coordinates (Å):
C  1.878  -1.006  2.636
C  1.416  0.154  2.093
C  1.844  -1.204  4.094
C  0.000  0.000  0.000
C  1.385  0.310  0.587
H  2.161  -1.833  1.971
H  1.110  1.032  2.678
H  1.685  -0.285  4.683
H  2.691  -1.759  4.529
H  0.938  -1.830  4.167
H  -0.792  0.635  0.432
H  -0.203  -1.050  0.271
H  -0.035  0.092  -1.099
H  2.143  -0.340  0.109
H  1.625  1.357  0.321
C  -4.144  -0.634  1.711
C  -4.515  0.675  1.554
C  -4.330  -1.634  0.577
C  -3.032  1.724  3.299
C  -4.384  1.734  2.555
H  -3.746  -1.028  2.656
H  -5.004  0.991  0.623
H  -4.845  -1.175  -0.283
H  -4.974  -2.428  0.991
H  -3.392  -2.093  0.221
H  -3.083  0.975  4.107
H  -2.816  2.709  3.745
H  -2.205  1.455  2.621
H  -5.234  1.495  3.223
H  -4.634  2.666  2.012

---

Entry 3:
The following is a DFT calculation (ωB97M-V/def2-TZVPD) of 3 unconnected molecules or ions with the total composition C10H20BBr4IN3O4 at a distorted geometry.

Summary:
Charge: +1
Total energy in eV: -312296.630
HOMO level in eV: -12.28
E_LUMO in eV: -3.47
Frontier orbital gap in eV: 8.8
Molar mass in g/mol: 703.62

Cartesian coordinates (Å):
O  2.086  2.218  0.208
C  1.964  1.066  0.524
I  3.648  -0.269  0.495
C  0.563  0.563  0.949
N  -0.315  0.601  -0.263
C  -1.314  -0.328  -0.311
N  -1.242  -1.443  -1.044
C  0.040  -2.154  -1.093
C  0.047  -3.339  -0.120
C  -0.659  -3.099  1.198
O  0.823  -3.176  0.985
N  -2.449  -0.093  0.342
B  -2.766  1.119  1.155
O  -3.645  0.944  2.193
O  -2.244  2.335  0.913
H  0.202  1.218  1.732
H  0.632  -0.451  1.332
H  0.258  0.459  -1.090
H  -1.979  -2.079  -0.777
H  0.229  -2.586  -2.063
H  0.894  -1.547  -0.833
H  -0.052  -4.317  -0.541
H  -0.736  -2.108  1.606
H  -0.743  -3.963  1.831
H  -3.188  -0.770  0.251
H  -4.506  0.628  1.905
H  -1.758  2.648  1.688
Br  -3.667  5.025  2.150
C  -2.550  6.271  3.133
C  -1.122  6.173  2.668
Br  -0.257  4.567  3.361
H  -2.671  6.044  4.187
H  -2.954  7.259  2.929
H  -0.535  7.006  3.048
H  -1.033  6.133  1.588
Br  2.939  -2.688  -5.965
C  4.253  -3.696  -4.944
C  3.661  -4.232  -3.670
Br  3.475  -2.827  -2.327
H  5.096  -3.036  -4.774
H  4.558  -4.513  -5.593
H  4.319  -4.971  -3.220
H  2.677  -4.665  -3.813

---

Entry 4:
The following is a DFT calculation (ωB97M-V/def2-TZVPD) of a molecular structure, C10H20BiO6Se4 at a distorted geometry.

Summary:
Charge: -1
Total energy in eV: -290195.859
HOMO level in eV: -1.92
E_LUMO in eV: 2.13
Energy relative to the best compared isomer or geometry (same formula, charge and spin) in kJ/mol: 852.58
Frontier orbital gap in eV: 4.0
Molar mass in g/mol: 761.08

Cartesian coordinates (Å):
Bi  -0.036  -0.025  0.123
C  -1.368  2.857  0.252
C  -1.792  2.308  -1.147
O  -1.820  0.871  -1.164
C  -1.708  0.052  -2.351
C  -0.788  -1.302  -2.347
O  -0.650  -2.045  -1.131
C  0.459  -2.943  -0.923
C  1.082  -2.958  0.513
O  1.424  -1.705  1.150
C  2.611  -0.981  0.689
C  2.777  -0.261  -0.716
O  1.819  0.697  -1.315
C  1.727  2.112  -0.872
C  1.121  2.608  0.481
O  -0.247  2.287  0.940
H  -2.251  2.641  0.866
H  -1.231  3.943  0.163
H  -1.107  2.653  -1.937
H  -2.790  2.693  -1.366
H  -1.255  0.653  -3.147
H  -2.719  -0.234  -2.632
H  0.200  -0.985  -2.701
H  -1.244  -1.947  -3.102
H  1.249  -2.673  -1.640
H  0.113  -3.955  -1.139
H  1.973  -3.599  0.449
H  0.378  -3.388  1.240
H  3.404  -1.735  0.795
H  2.784  -0.202  1.422
H  2.876  -0.999  -1.511
H  3.736  0.260  -0.629
H  1.172  2.609  -1.669
H  2.764  2.448  -0.962
H  1.104  3.706  0.467
H  1.793  2.288  1.269
Se  -2.523  0.895  2.317
Se  -3.410  -0.547  3.867
Se  -3.904  -2.371  2.394
Se  -1.829  -2.598  1.417
O  0.682  0.370  1.878

---

Entry 5:
The following is a DFT calculation (ωB97M-V/def2-TZVPD) of 5 unconnected molecules or ions with the total composition C10H20Cl10 at a distorted geometry.

Summary:
Total energy in eV: -135918.907
HOMO level in eV: -10.39
SMILES string: ClCCCl.ClCCCl.ClCCCl.ClCCCl.ClCCCl
E_LUMO in eV: 0.35
Energy relative to the best compared isomer or geometry (same formula, charge and spin) in kJ/mol: 95.84
Frontier orbital gap in eV: 10.7
Molar mass in g/mol: 494.80

Cartesian coordinates (Å):
Cl  6.158  -0.466  3.032
C  5.516  -1.299  1.703
C  6.426  -2.432  1.149
Cl  7.840  -1.717  0.337
H  5.054  -0.615  0.991
H  4.652  -1.821  2.112
H  5.855  -3.126  0.533
H  6.770  -3.028  1.994
Cl  -0.423  -1.018  -3.024
C  -1.811  0.130  -3.284
C  -3.136  -0.646  -3.451
Cl  -3.658  -1.314  -1.958
H  -1.579  0.685  -4.193
H  -1.874  0.848  -2.466
H  -3.144  -1.468  -4.167
H  -3.844  0.078  -3.855
Cl  0.632  1.847  -1.568
C  1.513  3.057  -2.460
C  0.586  3.773  -3.438
Cl  0.261  2.739  -4.851
H  2.359  2.533  -2.906
H  1.907  3.732  -1.700
H  1.024  4.716  -3.766
H  -0.428  4.051  -3.151
Cl  2.028  -1.093  2.343
C  1.105  -0.781  0.875
C  -0.235  0.009  1.007
Cl  -1.423  -0.831  2.038
H  0.991  -1.773  0.438
H  1.714  -0.252  0.142
H  -0.766  0.101  0.059
H  -0.018  1.027  1.330
Cl  -5.603  1.186  4.057
C  -5.540  -0.578  4.368
C  -4.468  -1.052  3.423
Cl  -4.938  -0.862  1.721
H  -6.509  -1.031  4.158
H  -5.271  -0.699  5.417
H  -4.197  -2.105  3.501
H  -3.527  -0.509  3.509

---

Entry 6:
The following is a DFT calculation (ωB97M-V/def2-TZVPD) of a molecular structure, C10H20N2O2P2Ti at a distorted geometry.

Summary:
Charge: +1
Total energy in eV: -59453.943
2S+1: 4
HOMO level (alpha / beta) in eV: -10.21 / -10.80
E_LUMO (alpha / beta) in eV: -3.01 / -5.87
Frontier orbital gap (alpha / beta) in eV: 7.2 / 4.9
Molar mass in g/mol: 310.10
Expectation value of S²: 3.788

Cartesian coordinates (Å):
Ti  -0.720  -0.737  0.475
P  0.523  -2.704  1.535
P  -2.256  -1.356  -1.398
N  0.090  0.274  2.053
N  -1.557  1.090  0.170
H  0.596  2.305  2.343
H  -1.978  2.736  1.422
H  -0.904  1.789  3.142
C  -0.294  1.662  2.232
H  -0.498  2.894  0.467
C  -1.113  2.173  1.036
H  1.595  0.316  3.516
H  -2.671  2.389  -1.050
C  1.144  -0.272  2.701
C  -2.356  1.345  -0.901
C  1.650  -1.501  2.275
C  -2.750  0.337  -1.765
H  2.564  -1.860  2.746
H  -3.363  0.587  -2.632
H  -1.891  -1.842  -2.688
H  -3.533  -1.961  -1.250
H  1.454  -3.554  0.865
H  0.126  -3.522  2.635
H  0.547  1.182  -1.444
C  1.357  0.445  -1.560
C  1.154  -0.324  -2.840
C  2.695  1.125  -1.440
O  1.173  -0.554  -0.447
H  1.285  0.347  -3.698
H  1.901  -1.127  -2.927
H  0.155  -0.770  -2.916
H  2.762  1.728  -0.527
H  3.522  0.403  -1.472
H  2.821  1.814  -2.284
H  1.820  -0.499  0.332
O  -2.940  -2.492  1.922
C  -2.114  -1.865  1.371

---

Question: What is the formula in the third record?
Answer: C10H20BBr4IN3O4